DFT (ωB97M-V/def2-TZVPD) results for a structure of composition C46H100F6N3O28P6S2Ti at a distorted geometry.

Each line ends with the Löwdin spin population.
CARTESIAN COORDINATES (ANGSTROEM)
Ti 2.515 1.681 -1.326  2.54
C 4.315 -0.828 0.867  0.01
F 4.504 -0.784 -0.424  0.01
F 5.048 -1.753 1.513  0.00
F 4.552 0.322 1.428  0.02
S 2.378 -1.189 0.987  0.02
O 2.170 -2.483 0.310  0.01
O 2.075 -1.139 2.435  0.00
N 1.619 0.068 0.077  0.08
S 0.189 -0.540 0.014  0.02
O -0.077 -1.016 -1.330  0.01
O -0.332 -1.342 1.095  0.00
C -0.918 0.983 0.258  0.01
F -0.614 1.649 1.416  0.00
F -0.778 1.776 -0.746  0.02
F -2.151 0.620 0.309  0.00
C 7.650 1.269 -6.471  0.00
C 7.620 1.804 -5.103  0.00
O 6.499 1.308 -4.496  0.00
P 6.325 1.322 -2.851  0.01
O 4.957 1.531 -2.304  0.06
O 7.411 2.428 -2.234  0.00
C 7.096 3.812 -2.315  0.00
C 6.244 4.273 -1.174  0.01
O 6.998 -0.095 -2.424  0.00
C 7.645 -0.271 -1.141  0.00
C 9.164 -0.031 -1.461  0.00
H 7.322 0.230 -6.437  0.00
H 7.014 1.845 -7.142  0.00
H 8.609 1.466 -6.950  0.00
H 8.497 1.496 -4.534  0.00
H 7.583 2.891 -5.035  0.00
H 8.127 4.162 -2.270  0.00
H 6.630 3.949 -3.290  0.00
H 6.697 4.021 -0.215  0.00
H 6.101 5.350 -1.082  0.00
H 5.248 3.843 -1.281  0.01
H 7.083 0.444 -0.539  0.00
H 7.482 -1.311 -0.861  0.00
H 9.593 -0.312 -0.499  0.00
H 9.508 -0.637 -2.298  0.00
H 9.326 1.046 -1.508  0.00
C -5.925 -0.566 1.211  0.00
C -5.545 -0.232 -0.204  0.00
O -6.745 -0.076 -0.880  0.00
P -7.252 1.326 -1.463  0.00
O -8.360 1.272 -2.435  0.00
O -7.685 2.087 -0.130  0.00
C -8.806 1.737 0.691  0.00
C -10.208 1.975 0.023  0.00
O -5.973 2.144 -2.054  0.00
C -5.540 1.879 -3.393  0.00
C -6.096 3.011 -4.239  0.00
H -6.643 -1.381 1.297  0.00
H -5.043 -0.852 1.784  0.00
H -6.131 0.364 1.741  0.00
H -4.804 0.529 -0.450  0.00
H -5.038 -1.091 -0.645  0.00
H -8.707 0.695 0.994  0.00
H -8.705 2.308 1.615  0.00
H -10.515 1.075 -0.510  0.00
H -11.080 2.349 0.559  0.00
H -9.922 2.719 -0.720  0.00
H -4.456 1.869 -3.279  0.00
H -5.826 0.868 -3.681  0.00
H -5.766 3.977 -3.859  0.00
H -5.799 2.975 -5.287  0.00
H -7.177 2.927 -4.127  0.00
C -1.752 4.362 -3.967  0.00
C -0.687 3.993 -2.920  0.00
O 0.070 5.148 -2.736  0.00
P 1.184 5.158 -1.629  0.01
O 1.873 3.865 -1.412  0.06
O 2.305 6.080 -2.343  0.00
C 2.987 5.917 -3.536  0.00
C 4.281 5.184 -3.571  0.00
O 0.678 6.047 -0.365  0.00
C 1.502 6.628 0.561  0.00
C 1.781 5.738 1.742  0.00
H -1.327 4.240 -4.963  0.00
H -2.590 3.666 -3.924  0.00
H -2.093 5.398 -3.979  0.00
H -1.139 3.721 -1.966  0.00
H 0.027 3.295 -3.358  0.00
H 2.377 5.528 -4.350  0.00
H 3.255 6.886 -3.957  0.00
H 5.006 5.606 -2.875  0.00
H 4.124 4.147 -3.277  0.00
H 4.745 5.188 -4.558  0.00
H 2.444 7.073 0.241  0.00
H 0.972 7.441 1.057  0.00
H 1.395 4.725 1.620  0.00
H 2.835 5.493 1.872  0.00
H 1.427 6.147 2.688  0.00
C -0.245 3.730 5.046  0.00
C -1.382 3.508 4.095  0.00
O -2.156 2.420 4.740  0.00
P -3.584 2.729 5.105  0.00
O -4.264 3.675 4.195  0.00
O -4.192 1.235 5.303  0.00
C -5.319 1.014 6.087  0.00
C -5.989 -0.241 5.527  0.00
O -3.546 3.154 6.682  0.00
C -4.398 4.068 7.294  0.00
C -3.660 5.440 7.365  0.00
H 0.562 3.960 4.351  0.00
H -0.424 4.463 5.833  0.00
H 0.082 2.751 5.399  0.00
H -1.864 4.478 3.976  0.00
H -1.241 3.203 3.058  0.00
H -5.030 0.818 7.120  0.00
H -5.989 1.862 5.942  0.00
H -7.053 -0.326 5.747  0.00
H -5.840 -0.181 4.449  0.00
H -5.567 -1.174 5.900  0.00
H -5.374 4.156 6.818  0.00
H -4.541 3.823 8.347  0.00
H -3.442 5.681 6.325  0.00
H -4.199 6.249 7.859  0.00
H -2.703 5.273 7.860  0.00
C 1.002 -3.532 -3.370  0.00
C 2.169 -2.543 -3.163  0.00
O 2.377 -1.790 -4.404  0.00
P 1.706 -0.364 -4.438  0.01
O 1.754 0.478 -3.224  0.05
O 0.145 -0.741 -4.720  0.00
C -0.830 0.172 -5.055  0.00
C -0.600 0.685 -6.408  0.00
O 2.320 0.332 -5.778  0.00
C 3.541 0.971 -5.697  0.00
C 3.351 2.517 -5.482  0.00
H 0.988 -4.124 -2.455  0.00
H 0.087 -2.977 -3.574  0.00
H 0.996 -4.218 -4.217  0.00
H 1.915 -1.809 -2.398  0.00
H 3.058 -3.149 -2.992  0.00
H -1.837 -0.227 -4.936  0.00
H -0.886 1.019 -4.371  0.00
H -0.078 1.642 -6.397  0.00
H -0.023 0.014 -7.044  0.00
H -1.532 1.012 -6.870  0.00
H 4.205 0.593 -4.919  0.00
H 4.238 0.744 -6.504  0.00
H 2.441 2.572 -4.884  0.00
H 4.200 3.009 -5.009  0.00
H 3.157 3.086 -6.392  0.00
C -1.854 -10.573 0.318  0.00
C -0.682 -10.111 1.241  0.00
O 0.099 -9.356 0.475  0.00
P 1.053 -8.188 1.128  0.00
O 1.893 -8.654 2.295  0.00
O 1.874 -7.650 -0.117  0.00
C 1.223 -6.842 -1.154  0.00
C 0.341 -7.774 -2.019  0.00
O -0.020 -7.067 1.643  0.00
C 0.352 -5.950 2.413  0.00
C 1.737 -5.358 2.128  0.00
H -2.467 -9.727 0.007  0.00
H -1.514 -11.005 -0.624  0.00
H -2.595 -11.243 0.755  0.00
H -1.015 -9.681 2.185  0.00
H -0.123 -10.983 1.582  0.00
H 0.772 -5.908 -0.820  0.00
H 2.019 -6.516 -1.823  0.00
H 1.074 -8.501 -2.371  0.00
H -0.538 -8.179 -1.517  0.00
H -0.137 -7.230 -2.834  0.00
H -0.459 -5.224 2.476  0.00
H 0.283 -6.478 3.364  0.00
H 1.837 -5.210 1.052  0.00
H 1.990 -4.397 2.575  0.00
H 2.501 -6.002 2.564  0.00
N 0.894 -3.067 6.894  0.00
C 1.438 -3.340 5.660  0.00
C 2.261 -4.483 5.841  0.00
C 2.096 -4.893 7.113  0.00
C 1.214 -3.992 7.813  0.00
H 0.186 -2.371 7.079  0.00
H 1.320 -2.660 4.829  0.00
H 2.904 -4.975 5.126  0.00
H 2.284 -5.834 7.609  0.00
H 0.877 -3.886 8.833  0.00
N -2.700 -3.867 4.159  0.00
C -3.760 -4.444 4.888  0.00
C -4.975 -4.078 4.273  0.00
C -4.676 -3.289 3.111  0.00
C -3.245 -3.220 3.112  0.00
H -1.718 -4.081 4.261  0.00
H -3.572 -5.191 5.645  0.00
H -5.922 -4.511 4.560  0.00
H -5.402 -2.798 2.480  0.00
H -2.520 -2.769 2.451  0.00

Values from the calculation:
<S²>: 3.752
Net charge: 0
LUMO energy (spin up / spin down): 0.07 / 0.03 eV
Total energy: -227954.677 eV
HOMO-LUMO gap (spin up / spin down): 4.86 / 7.55 eV
Max |F|: 5.60 eV Å⁻¹
2S+1: 4
Highest occupied orbital energy (spin up / spin down): -4.786 / -7.518 eV

=====

DFT (ωB97M-V/def2-TZVPD) results for a cluster of 9 separate species, C46H106BN6O22 in total at a distorted geometry.

Each line ends with the Mulliken charge.
CARTESIAN COORDINATES (ANGSTROEM)
O 3.638 0.763 2.559  -0.62
C 3.004 0.707 1.534  0.25
O 1.982 -0.106 1.270  -0.89
B 1.483 0.151 -0.093  0.62
O 2.487 1.063 -0.681  0.72
C 3.371 1.444 0.227  0.50
O 4.236 2.225 0.100  -0.62
O 0.134 0.717 -0.238  -0.44
C -0.590 -0.060 -1.037  0.59
O -1.727 0.080 -1.332  -0.61
C 0.233 -1.299 -1.362  0.64
O 1.402 -1.157 -0.810  -0.63
O -0.145 -2.227 -2.003  -0.62
C 0.011 -7.151 -1.530  -1.55
C 0.166 -5.648 -1.393  1.17
C -0.141 -5.306 0.064  -1.17
O 1.505 -5.301 -1.743  -0.61
H -0.952 -7.557 -1.218  0.34
H 0.826 -7.640 -0.992  0.39
H 0.142 -7.519 -2.557  0.38
H -0.489 -5.058 -2.041  -0.04
H 0.148 -4.265 0.269  0.11
H 0.440 -5.925 0.749  0.46
H -1.211 -5.354 0.264  0.19
H 1.824 -4.628 -1.132  0.30
C 3.490 -4.904 4.079  -1.65
C 2.811 -3.567 3.773  0.50
C 2.908 -2.678 5.017  -0.38
O 3.586 -3.002 2.698  -0.58
H 4.550 -4.763 4.259  0.33
H 3.322 -5.564 3.220  0.39
H 2.954 -5.431 4.873  0.39
H 1.815 -3.730 3.353  0.40
H 2.818 -1.647 4.667  -0.01
H 3.816 -2.845 5.585  -0.20
H 2.026 -2.852 5.641  0.53
H 3.060 -2.337 2.238  0.20
C -0.737 1.651 7.624  -0.75
O -0.045 0.960 6.595  -0.28
C -0.123 1.549 5.325  -0.57
C 0.866 2.682 5.123  -0.10
N 0.771 3.225 3.779  -0.21
C 1.556 4.402 3.477  -0.20
C 3.088 4.413 3.644  0.13
O 3.641 5.584 3.069  -0.48
C 3.574 5.597 1.670  -0.20
H -0.343 2.648 7.831  0.32
H -0.415 1.062 8.493  0.24
H -1.817 1.545 7.539  0.29
H -1.150 1.855 5.058  0.36
H 0.015 0.808 4.525  0.19
H 1.888 2.309 5.252  0.02
H 0.699 3.475 5.857  0.42
H 1.010 2.529 3.088  0.09
H 1.209 5.317 3.966  0.26
H 1.335 4.554 2.414  -0.14
H 3.634 3.543 3.253  0.02
H 3.385 4.441 4.696  0.26
H 4.082 6.519 1.373  0.32
H 2.557 5.694 1.280  -0.10
H 4.076 4.768 1.160  0.19
C -4.846 -0.224 1.066  -0.73
O -4.617 -1.237 0.114  -0.07
C -3.652 -2.177 0.569  -0.33
C -3.809 -3.444 -0.246  -0.18
N -3.490 -3.176 -1.641  0.63
C -3.617 -4.380 -2.474  -0.15
C -4.994 -5.014 -2.391  -1.36
O -6.079 -4.105 -2.339  -0.07
C -7.381 -4.545 -2.394  -0.91
H -5.879 0.125 1.037  0.00
H -4.189 0.616 0.818  0.17
H -4.738 -0.594 2.093  0.45
H -3.808 -2.374 1.636  0.57
H -2.691 -1.662 0.443  -0.28
H -4.797 -3.861 -0.091  0.44
H -3.015 -4.117 0.128  -0.22
H -2.508 -2.919 -1.721  -0.37
H -2.961 -5.174 -2.084  0.00
H -3.439 -4.040 -3.491  0.39
H -5.098 -5.645 -1.501  0.48
H -5.204 -5.611 -3.288  0.64
H -7.658 -4.931 -3.387  0.30
H -7.975 -3.665 -2.149  0.25
H -7.700 -5.323 -1.681  0.30
C -5.861 -3.054 -5.382  -0.70
O -5.164 -2.067 -4.657  -0.05
C -4.496 -1.089 -5.479  -0.98
C -3.417 -0.467 -4.599  -0.44
N -3.866 0.027 -3.291  0.71
C -4.665 1.242 -3.526  -0.85
C -5.270 1.723 -2.224  -0.22
O -6.126 0.677 -1.785  0.04
C -7.254 1.049 -1.072  -1.17
H -5.628 -3.170 -6.442  0.37
H -6.946 -3.009 -5.189  0.24
H -5.671 -4.047 -4.938  0.08
H -5.331 -0.402 -5.705  0.16
H -3.977 -1.436 -6.378  0.64
H -2.798 0.250 -5.159  0.45
H -2.755 -1.307 -4.353  0.08
H -3.032 0.386 -2.828  -0.30
H -5.474 1.018 -4.223  0.21
H -4.072 2.043 -3.997  0.38
H -5.805 2.674 -2.303  0.67
H -4.493 1.839 -1.458  -0.25
H -7.266 1.529 -0.085  0.39
H -7.758 0.098 -0.823  0.29
H -8.042 1.463 -1.723  0.38
C 5.346 0.604 -3.315  -0.56
O 4.581 -0.049 -4.296  -0.54
C 3.181 0.087 -4.070  1.43
C 2.536 -0.318 -5.369  -1.40
N 1.069 -0.100 -5.342  0.09
C 0.690 1.102 -6.078  -0.37
C 0.012 0.859 -7.420  -0.89
O -1.225 0.301 -7.174  -0.07
C -2.073 0.299 -8.308  -0.91
H 6.374 0.754 -3.667  0.32
H 5.599 0.086 -2.372  0.21
H 4.844 1.543 -3.070  0.20
H 2.850 1.070 -3.725  -0.63
H 2.938 -0.589 -3.240  0.06
H 2.588 -1.421 -5.451  0.36
H 3.031 -0.140 -6.321  0.45
H 0.625 -0.205 -4.449  0.02
H 1.480 1.864 -6.149  0.45
H -0.003 1.686 -5.445  0.21
H 0.723 0.295 -8.037  0.32
H -0.090 1.851 -7.885  0.41
H -1.432 0.102 -9.177  0.41
H -2.396 1.333 -8.501  0.36
H -2.904 -0.375 -8.167  0.15
C 6.523 -1.386 4.050  -0.24
O 7.128 -0.353 4.768  -0.50
C 6.550 0.936 4.600  -0.77
C 5.383 1.107 5.554  0.23
N 5.687 0.609 6.905  -0.57
C 4.453 0.348 7.671  -0.26
C 4.661 -0.804 8.625  -0.81
O 4.950 -1.866 7.728  -0.04
C 5.005 -3.099 8.367  -0.98
H 6.184 -2.191 4.704  0.08
H 7.233 -1.815 3.338  0.36
H 5.664 -1.077 3.448  0.03
H 6.261 1.129 3.565  0.42
H 7.351 1.601 4.929  0.37
H 4.471 0.597 5.214  -0.19
H 5.161 2.174 5.693  0.27
H 6.172 -0.265 6.706  0.44
H 3.685 0.071 6.933  0.07
H 4.189 1.333 8.075  0.34
H 3.736 -0.991 9.183  0.43
H 5.463 -0.672 9.359  0.44
H 4.040 -3.449 8.770  0.35
H 5.667 -3.027 9.240  0.36
H 5.317 -3.927 7.733  0.26
C -3.672 5.896 -3.983  -0.90
O -3.788 4.821 -3.123  -0.15
C -3.269 5.107 -1.807  -0.68
C -1.749 4.886 -1.818  -0.11
N -1.191 5.169 -0.474  -0.39
C 0.208 5.654 -0.568  -1.14
C 1.200 4.583 -1.038  0.61
O 1.328 4.593 -2.457  -0.48
C 1.814 3.352 -2.977  -0.30
H -4.143 6.853 -3.694  0.33
H -4.184 5.668 -4.923  0.28
H -2.654 6.197 -4.275  0.33
H -3.673 4.334 -1.155  0.21
H -3.554 6.136 -1.595  0.38
H -1.338 5.555 -2.569  0.38
H -1.572 3.844 -2.102  -0.02
H -1.149 4.275 0.002  0.29
H 0.448 5.910 0.473  0.35
H 0.369 6.578 -1.124  0.37
H 0.800 3.634 -0.656  -0.21
H 2.173 4.807 -0.577  0.31
H 2.558 2.935 -2.300  0.02
H 2.379 3.656 -3.866  0.27
H 1.013 2.679 -3.291  0.12

Values from the calculation:
Net charge: -1
LUMO energy: 2.23 eV
Total energy: -104079.863 eV
HOMO-LUMO gap: 8.17 eV
Max |F|: 3.80 eV Å⁻¹
Highest occupied orbital energy: -5.946 eV